No. 1
DFT (ωB97M-V/def2-TZVPD) results for C6H8O2 as an isolated structure in a non-equilibrium geometry.

```
! RIJCOSX wB97M-V def2-TZVPD def2/J DEFGRID3
* xyz 0 1
O -2.004 -0.207 -0.940
O 1.112 -0.763 -0.797
C 0.651 -1.284 0.494
C -0.651 -0.593 0.992
C -1.017 0.077 -0.268
C 0.019 0.878 1.259
C 1.456 0.661 -0.747
C -0.018 1.192 -0.200
H 1.670 0.930 -1.779
H -0.743 1.562 1.699
H 1.446 -1.169 1.206
H 0.515 -2.325 0.402
H -1.378 -1.012 1.671
H 2.240 0.877 0.044
H 1.014 1.039 1.858
H -0.264 2.281 -0.383
*
```

Summary:
HOMO-LUMO gap = 10.397 eV
Energy relative to the best compared isomer or geometry (same formula, charge and spin) = 303.2 kJ/mol
HOMO level = -9.5376 eV



No. 2
DFT (ωB97M-V/def2-TZVPD) results for one molecule with the formula C6H8O2 in a non-equilibrium geometry.

```
! RIJCOSX wB97M-V def2-TZVPD def2/J DEFGRID3
* xyz 0 1
O -0.845 -1.138 1.169
O -0.387 2.040 0.122
C 0.787 -0.998 -0.915
C 2.358 0.058 1.397
C 0.039 -0.300 0.113
C 1.353 -0.193 0.621
C -1.974 0.684 -1.070
C -0.751 0.946 -0.232
H -1.151 -0.585 1.899
H 3.369 0.130 1.015
H 1.100 -2.022 -0.782
H -2.495 -0.205 -0.717
H 2.219 0.193 2.463
H -2.623 1.556 -1.042
H 0.672 -0.670 -1.938
H -1.669 0.504 -2.104
*
```

Summary:
HOMO-LUMO gap = 9.815 eV
Energy relative to the best compared isomer or geometry (same formula, charge and spin) = 408.4 kJ/mol
HOMO level = -9.1326 eV
Structure (SMILES) = C=C1C[C@]1(O)C(C)=O



No. 3
DFT (ωB97M-V/def2-TZVPD) results for one molecule with the formula C6H8O2 in a non-equilibrium geometry.

```
! RIJCOSX wB97M-V def2-TZVPD def2/J DEFGRID3
* xyz 0 1
O 2.344 0.218 -0.091
O -1.103 0.156 -1.278
C -0.199 1.185 0.883
C -0.537 -1.752 0.665
C -0.794 1.424 -0.745
C 1.351 -0.638 -0.083
C 0.163 -0.289 0.690
C -1.091 -0.614 -0.053
H -1.758 1.974 -0.537
H -0.006 2.057 -1.250
H -1.071 -2.089 1.423
H -1.871 -0.006 0.629
H 1.359 -1.616 -0.504
H 0.117 -2.439 0.156
H 0.733 1.700 1.072
H -0.795 1.526 1.826
*
```

Summary:
HOMO-LUMO gap = 10.274 eV
Energy relative to the best compared isomer or geometry (same formula, charge and spin) = 606.4 kJ/mol
HOMO level = -9.4720 eV
Structure (SMILES) = O=C[C@@]12CCO[C@H]1C2



No. 4
DFT (ωB97M-V/def2-TZVPD) results for C6H8O2 as an isolated structure in a non-equilibrium geometry.

```
! RIJCOSX wB97M-V def2-TZVPD def2/J DEFGRID3
* xyz 0 1
O 1.801 -0.306 -1.264
O -1.974 -0.388 -0.110
C 1.040 -0.185 -0.202
C 0.432 -0.599 0.825
C -0.417 1.424 -0.529
C -0.630 1.408 -1.864
C 0.585 -1.626 1.875
C -1.129 0.399 0.400
H 1.444 -2.277 1.711
H 0.771 -1.153 2.842
H -0.284 2.189 -2.529
H -1.230 0.598 -2.262
H 1.258 -0.512 -2.045
H -0.317 -2.238 1.918
H -1.396 0.959 1.323
H 0.044 2.308 -0.091
*
```

Summary:
HOMO-LUMO gap (alpha / beta) = 8.382 / 8.383 eV
Energy relative to the best compared isomer or geometry (same formula, charge and spin) = 569.7 kJ/mol
HOMO level (alpha / beta) = -8.5975 / -8.5978 eV



No. 5
DFT (ωB97M-V/def2-TZVPD) results for a 3-piece molecular cluster, C6H8O2 overall in a non-equilibrium geometry.

```
! RIJCOSX wB97M-V def2-TZVPD def2/J DEFGRID3
* xyz 0 1
O -1.708 -0.550 -2.219
O -0.310 2.407 1.196
C -0.002 0.942 1.209
C -0.496 -1.296 0.139
C 2.512 0.532 0.128
C -0.893 0.036 0.316
C -0.704 -0.471 -1.050
C 1.483 0.660 0.742
H -1.816 -1.881 -2.037
H 0.823 -1.404 0.010
H -0.068 0.655 2.250
H 3.370 0.067 -0.691
H -2.021 0.106 0.637
H 0.509 2.500 0.145
H -1.052 -2.079 0.745
H 0.373 -0.222 -1.521
*
```

Summary:
HOMO-LUMO gap = 10.238 eV
Energy relative to the best compared isomer or geometry (same formula, charge and spin) = 1002.8 kJ/mol
HOMO level = -9.9979 eV



No. 6
DFT (ωB97M-V/def2-TZVPD) results for one molecule with the formula C6H8O2 in a non-equilibrium geometry.

```
! RIJCOSX wB97M-V def2-TZVPD def2/J DEFGRID3
* xyz 0 1
O 2.182 -0.834 -0.392
O -0.175 -1.684 0.203
C -3.021 -0.023 -0.083
C -1.873 -0.287 0.006
C 0.357 0.596 0.508
C 1.930 0.136 0.242
C -0.388 -0.409 -0.204
C 0.257 2.170 -0.171
H -0.710 2.735 0.361
H -4.015 0.265 -0.129
H -0.133 -0.293 -1.176
H 0.277 0.744 1.662
H 1.227 2.698 0.039
H 0.123 2.128 -1.366
H 0.797 -2.015 0.064
H 2.804 0.789 0.273
*
```

Summary:
HOMO-LUMO gap = 10.475 eV
Energy relative to the best compared isomer or geometry (same formula, charge and spin) = 463.7 kJ/mol
HOMO level = -9.8213 eV
Structure (SMILES) = C#C[C@H](O)[C@H](C)C=O



No. 7
DFT (ωB97M-V/def2-TZVPD) results for one molecule with the formula C6H8O2 in a non-equilibrium geometry.

```
! RIJCOSX wB97M-V def2-TZVPD def2/J DEFGRID3
* xyz 0 1
O -0.075 0.134 -2.016
O 1.750 0.133 -0.325
C -1.820 -0.298 -0.609
C 1.679 0.375 1.115
C -1.278 -0.180 -1.894
C 0.361 0.358 -0.683
C 0.140 0.236 1.515
C -0.422 -0.356 0.214
H -2.867 -1.028 -0.652
H -1.784 -0.666 -2.938
H 2.245 1.338 1.048
H -0.004 -0.731 2.218
H -0.134 1.376 -0.306
H -0.131 -1.480 0.058
H 2.427 -0.421 1.399
H -0.086 1.209 1.855
*
```

Summary:
HOMO-LUMO gap = 9.726 eV
Energy relative to the best compared isomer or geometry (same formula, charge and spin) = 572.2 kJ/mol
HOMO level = -8.6576 eV
Structure (SMILES) = C1=C[C@@H]2CCO[C@H]2O1



No. 8
DFT (ωB97M-V/def2-TZVPD) results for one molecule with the formula C6H8O2 in a non-equilibrium geometry.

```
! RIJCOSX wB97M-V def2-TZVPD def2/J DEFGRID3
* xyz 0 1
O 2.603 -0.203 -0.040
O -2.708 0.158 -0.240
C 1.764 0.638 -0.113
C 0.302 0.636 -0.272
C -1.785 -0.700 0.119
C 0.426 -1.942 -0.104
C -0.259 -0.625 -0.186
C -0.316 2.020 -0.001
H -0.593 2.189 1.241
H 0.780 -2.031 -1.226
H 1.324 -2.286 0.634
H -0.429 -2.692 0.165
H 2.076 1.725 0.216
H 0.365 2.815 -0.503
H -1.581 2.045 -0.370
H -1.970 -1.748 0.679
*
```

Summary:
HOMO-LUMO gap = 8.510 eV
Energy relative to the best compared isomer or geometry (same formula, charge and spin) = 433.4 kJ/mol
HOMO level = -9.7120 eV
Structure (SMILES) = C/C(C=O)=C(/C)C=O



No. 9
DFT (ωB97M-V/def2-TZVPD) results for one molecule with the formula C6H8O2 in a non-equilibrium geometry.

```
! RIJCOSX wB97M-V def2-TZVPD def2/J DEFGRID3
* xyz 0 1
O -0.614 1.650 -0.005
O -0.847 -0.677 1.413
C -0.266 -0.688 -0.037
C 1.026 -0.235 -0.006
C 0.852 1.329 0.122
C -1.376 -1.085 -0.652
C -0.927 0.426 -0.823
C 2.149 -0.954 -0.116
H -0.530 0.755 -1.880
H 3.143 -0.631 -0.668
H -2.203 -1.079 0.006
H -0.756 0.369 1.703
H 2.161 -2.108 -0.199
H 1.398 1.859 1.151
H -1.474 -1.751 -1.663
H 1.197 2.038 -0.645
*
```

Summary:
HOMO-LUMO gap = 9.499 eV
Energy relative to the best compared isomer or geometry (same formula, charge and spin) = 817.7 kJ/mol
HOMO level = -8.9020 eV
Structure (SMILES) = C=C1CO[C@@H]2C[C@@]12O



No. 10
DFT (ωB97M-V/def2-TZVPD) results for a 2-piece molecular cluster, C6H8O2 overall in a non-equilibrium geometry.

```
! RIJCOSX wB97M-V def2-TZVPD def2/J DEFGRID3
* xyz 0 1
O -0.465 -0.287 2.270
O 1.198 1.913 -2.006
C -2.384 -0.946 0.943
C -0.084 -0.216 -0.464
C 1.391 1.829 -0.818
C 1.323 -0.716 -0.652
C -1.230 -0.407 1.369
C 1.110 0.622 -0.011
H -2.761 -0.724 -0.041
H 1.662 -1.516 -0.009
H -0.601 0.168 -1.333
H 1.721 -0.718 -1.658
H -0.756 -1.140 -0.075
H 1.254 0.702 1.058
H -3.122 -1.269 1.663
H 1.743 2.704 -0.237
*
```

Summary:
HOMO-LUMO gap = 9.551 eV
Energy relative to the best compared isomer or geometry (same formula, charge and spin) = 409.2 kJ/mol
HOMO level = -9.0311 eV
Structure (SMILES) = O=CC1CC1.C=C=O



No. 11
DFT (ωB97M-V/def2-TZVPD) results for one molecule with the formula C6H8O2 in a non-equilibrium geometry.

```
! RIJCOSX wB97M-V def2-TZVPD def2/J DEFGRID3
* xyz 0 1
O -2.957 0.022 0.035
O 1.000 -1.583 0.940
C 0.430 -1.014 -0.214
C 0.535 0.498 -0.262
C 0.310 1.223 1.030
C -1.028 -1.443 -0.366
C 0.800 1.122 -1.398
C -2.044 -0.678 -0.146
H 0.997 -1.450 -1.043
H -1.191 -2.481 -0.602
H -0.624 0.906 1.496
H 1.127 1.021 1.723
H 0.850 2.196 -1.455
H 0.559 -1.221 1.718
H 0.264 2.295 0.860
H 0.972 0.586 -2.316
*
```

Summary:
HOMO-LUMO gap = 9.849 eV
Energy relative to the best compared isomer or geometry (same formula, charge and spin) = 170.2 kJ/mol
HOMO level = -9.1311 eV
Structure (SMILES) = C=C(C)[C@@H](O)C=C=O



No. 12
DFT (ωB97M-V/def2-TZVPD) results for one molecule with the formula C6H8O2 in a non-equilibrium geometry.

```
! RIJCOSX wB97M-V def2-TZVPD def2/J DEFGRID3
* xyz 0 1
O -0.644 1.240 2.288
O 0.222 -0.170 -0.936
C -0.403 0.748 0.933
C -1.232 -0.420 0.692
C -0.626 -0.921 -0.362
C 0.518 0.868 -0.181
C 1.560 1.758 -0.472
C -0.531 -2.371 -0.925
H -1.384 -2.964 -0.535
H 1.060 2.630 -1.157
H 0.249 -3.018 -0.854
H 1.862 2.350 0.402
H 2.468 1.119 -0.797
H -2.014 -0.427 1.339
H -0.133 1.961 2.587
H -0.972 -2.382 -2.022
*
```

Summary:
HOMO-LUMO gap = 8.417 eV
Energy relative to the best compared isomer or geometry (same formula, charge and spin) = 363.1 kJ/mol
HOMO level = -7.6918 eV
Structure (SMILES) = Cc1cc(O)c(C)o1



No. 13
DFT (ωB97M-V/def2-TZVPD) results for one molecule with the formula C6H8O2 in a non-equilibrium geometry.

```
! RIJCOSX wB97M-V def2-TZVPD def2/J DEFGRID3
* xyz 0 3
O 0.976 -0.933 1.631
O -0.804 -0.587 2.860
C 2.188 -0.028 -1.863
C 1.688 -0.269 -0.593
C -0.263 -0.505 1.732
C -0.971 -0.119 0.398
C -2.267 0.669 0.690
C 1.746 -0.758 0.522
H -2.986 0.208 1.323
H -2.756 0.867 -0.238
H 3.141 0.619 -2.041
H 2.366 -0.815 -2.542
H -1.189 -0.992 -0.250
H -1.955 1.589 1.051
H 1.443 0.637 -2.358
H -0.356 0.415 -0.320
*
```

Summary:
HOMO-LUMO gap (alpha / beta) = 7.046 / 6.799 eV
Expectation value of S² = 2.01
Energy relative to the best compared isomer or geometry (same formula, charge and spin) = 206.5 kJ/mol
HOMO level (alpha / beta) = -6.3634 / -9.8299 eV



No. 14
DFT (ωB97M-V/def2-TZVPD) results for a 2-piece molecular cluster, C6H8O3 overall in a non-equilibrium geometry.

```
! RIJCOSX wB97M-V def2-TZVPD def2/J DEFGRID3
* xyz 0 1
O 0.258 -1.489 -1.557
O -1.739 2.088 0.444
O 1.461 0.417 -1.368
C -1.544 0.504 -1.444
C -1.577 1.185 -0.262
C 0.327 -0.353 0.654
C -0.590 -1.107 1.277
C 1.494 0.241 1.379
C 0.428 -0.426 -0.966
H 1.386 0.146 2.460
H -1.440 -1.492 0.731
H -0.691 -1.097 2.355
H 2.407 -0.275 1.081
H -1.984 0.952 -2.325
H 1.614 1.295 1.130
H 1.944 -0.037 -2.073
H -1.754 -0.552 -1.515
*
```

Summary:
HOMO-LUMO gap = 9.353 eV
Energy relative to the best compared isomer or geometry (same formula, charge and spin) = 298.7 kJ/mol
HOMO level = -9.0980 eV
Structure (SMILES) = C=C(C)C(=O)O.C=C=O



No. 15
DFT (ωB97M-V/def2-TZVPD) results for an isolated ion of composition C6H8O3PS and charge -1 in a non-equilibrium geometry.

```
! RIJCOSX wB97M-V def2-TZVPD def2/J DEFGRID3
* xyz -1 1
S 1.435 -2.506 0.294
P -0.970 -0.778 -1.244
O -1.585 0.717 -0.778
O -2.021 -1.770 -1.055
O -0.166 -0.642 -2.505
C 1.258 -1.663 2.650
C -0.490 2.419 -2.055
C 0.355 -0.917 1.863
C 0.268 -1.255 0.593
C -0.980 1.881 -0.704
C 1.913 -2.588 1.926
H -0.296 -0.117 2.333
H -0.255 3.437 -2.075
H -1.175 2.072 -2.826
H -0.177 1.958 0.071
H 1.490 -1.645 3.664
H 2.623 -3.142 2.455
H -1.755 2.625 -0.332
H 0.529 1.915 -2.274
*
```

Summary:
HOMO-LUMO gap = 8.628 eV
Energy relative to the best compared isomer or geometry (same formula, charge and spin) = 70.1 kJ/mol
HOMO level = -5.2962 eV
Structure (SMILES) = CCO[P@](=O)([O-])c1cccs1



No. 16
DFT (ωB97M-V/def2-TZVPD) results for C6H8O3S as an isolated structure in a non-equilibrium geometry.

```
! RIJCOSX wB97M-V def2-TZVPD def2/J DEFGRID3
* xyz 0 1
S 0.292 1.142 -1.546
O -0.017 2.509 -1.236
O 0.099 0.645 -2.936
O -1.510 -1.428 1.645
C -1.776 -0.628 0.792
C 1.077 -0.138 0.198
C -2.958 -0.048 0.164
C -0.176 0.019 -0.162
C 1.807 -1.010 1.158
C 1.914 0.607 -0.700
H -2.981 -0.547 -0.722
H -2.759 1.027 -0.017
H 2.719 0.154 -1.253
H -3.960 -0.032 0.545
H 2.087 -1.913 0.554
H 2.703 -0.498 1.602
H 2.212 1.422 -0.165
H 1.226 -1.283 2.079
*
```

Summary:
HOMO-LUMO gap = 10.252 eV
Energy relative to the best compared isomer or geometry (same formula, charge and spin) = 352.4 kJ/mol
HOMO level = -9.6751 eV



No. 17
DFT (ωB97M-V/def2-TZVPD) results for C6H8O5Tm as an isolated structure in a non-equilibrium geometry.

```
! RIJCOSX wB97M-V def2-TZVPD def2/J DEFGRID3
* xyz 2 4
Tm 1.024 2.586 0.341
O -1.288 -0.308 2.422
O 1.240 -2.128 -0.352
O -0.995 1.484 1.019
O -2.947 0.595 1.305
O 1.240 -0.021 -0.689
C -1.632 0.519 1.449
C 2.031 -0.502 -1.825
C 2.000 -2.005 -1.596
C -2.455 -0.759 3.126
C -3.590 0.026 2.457
C 0.772 -1.005 0.057
H 1.464 -2.564 -2.367
H -3.964 0.847 3.079
H 3.029 -0.060 -1.767
H -2.325 -0.499 4.182
H -2.540 -1.844 3.005
H -4.411 -0.606 2.108
H 2.987 -2.440 -1.410
H 1.517 -0.144 -2.721
*
```

Summary:
HOMO-LUMO gap (alpha / beta) = 7.033 / 5.904 eV
Expectation value of S² = 3.75
HOMO level (alpha / beta) = -15.9372 / -16.6605 eV



No. 18
DFT (ωB97M-V/def2-TZVPD) results for C6H8O6Tm as an isolated structure in a non-equilibrium geometry.

```
! RIJCOSX wB97M-V def2-TZVPD def2/J DEFGRID3
* xyz 3 3
Tm -1.428 -3.836 2.575
O -1.457 -1.735 1.148
O -4.200 1.512 0.046
O 0.319 -2.650 2.007
O -3.475 -0.069 1.508
O -5.333 0.827 1.752
O 0.618 -1.235 0.342
C -0.808 0.636 -0.280
C -0.178 -1.869 1.155
C 0.080 -0.468 -0.754
C -1.998 0.891 -0.828
C -2.876 1.994 -0.343
C -4.413 0.582 0.898
H -4.854 0.361 2.608
H -2.558 -0.474 1.012
H -2.369 0.305 -1.674
H -3.108 2.711 -1.138
H 0.970 -0.061 -1.248
H -2.458 2.513 0.527
H -0.459 1.206 0.587
H -0.429 -1.136 -1.459
*
```

Summary:
HOMO-LUMO gap (alpha / beta) = 4.958 / 3.327 eV
Expectation value of S² = 2.00
Energy relative to the best compared isomer or geometry (same formula, charge and spin) = 147.9 kJ/mol
HOMO level (alpha / beta) = -20.1447 / -20.1379 eV



No. 19
DFT (ωB97M-V/def2-TZVPD) results for C6H8O7S as an isolated structure in a non-equilibrium geometry.

```
! RIJCOSX wB97M-V def2-TZVPD def2/J DEFGRID3
* xyz 0 1
S -2.621 0.514 -0.986
O -2.500 -0.310 1.880
O -1.579 -3.017 0.062
O 1.383 -0.311 1.512
O 2.729 0.230 -1.855
O -0.038 -1.488 -0.649
O -3.246 1.850 -0.893
O -0.696 1.829 0.484
C -0.957 0.583 0.031
C 1.433 0.206 0.220
C -2.001 -0.317 0.593
C 0.176 -0.132 -0.674
C -1.113 -1.948 -0.102
C 2.627 -0.294 -0.557
H 1.506 1.256 0.193
H 2.403 -1.431 -0.674
H -3.377 -0.650 1.807
H -1.553 2.087 0.869
H 0.905 0.055 2.262
H 2.537 1.216 -1.842
H 0.424 0.221 -1.638
H 3.557 -0.148 -0.045
*
```

Summary:
HOMO-LUMO gap = 9.053 eV
Energy relative to the best compared isomer or geometry (same formula, charge and spin) = 144.1 kJ/mol
HOMO level = -8.8750 eV



No. 20
DFT (ωB97M-V/def2-TZVPD) results for a 2-piece molecular cluster, C6H8OPS2 overall in a non-equilibrium geometry.

```
! RIJCOSX wB97M-V def2-TZVPD def2/J DEFGRID3
* xyz 1 1
S -1.868 -2.832 -0.479
S -3.626 1.701 1.264
P -1.939 -0.768 -0.597
O -1.735 -0.607 -2.289
C 1.116 0.545 1.829
C 2.155 -0.016 -0.163
C -0.224 -0.293 0.009
C 0.979 -0.340 -0.736
C 2.281 0.555 1.076
C -0.113 0.127 1.307
H -2.682 2.223 2.098
H 0.917 -0.772 -1.726
H 2.973 -0.289 -0.906
H -0.919 0.136 1.994
H -2.565 -3.065 -1.750
H 3.269 0.980 1.379
H -2.424 -0.004 -2.691
H 0.930 1.012 2.829
*
```

Summary:
HOMO-LUMO gap (alpha / beta) = 5.533 / 7.012 eV
Energy relative to the best compared isomer or geometry (same formula, charge and spin) = 294.1 kJ/mol
HOMO level (alpha / beta) = -13.2907 / -13.2373 eV